ORCA calculation (ωB97M-V/def2-TZVPD) on a single CH4N2O3 molecule in a non-equilibrium geometry.

Last column: Mulliken charge in e.
Atoms and positions in Å:
O1 -1.17 1.40 -1.06  0.02
O2 -2.43 1.34 -0.57  -0.35
O3 -0.79 0.07 -1.06  -0.21
N1 1.84 -0.61 1.31  -0.46
N2 0.96 0.28 0.48  -0.20
C1 0.10 -0.42 -0.11  0.06
H1 -3.20 1.16 -1.22  0.35
H2 2.82 -0.28 1.34  0.26
H3 1.76 -1.49 0.89  0.21
H4 0.13 -1.45 -0.01  0.32

Summary:
highest occupied orbital energy: -9.196 eV
LUMO energy: 0.7 eV
energy relative to the best compared isomer or geometry (same formula, charge and spin): 125.7 kcal per mole
frontier orbital gap: 0.36551 Eh
multiplicity: 1
structure (SMILES): N/N=C/OOO



ORCA calculation (ωB97M-V/def2-TZVPD) on a 2-piece molecular cluster, C6H11ClSi overall in a non-equilibrium geometry.

Last column: Mulliken charge in e.
Atoms and positions in Å:
Cl1 4.91 -0.05 0.11  -0.89
Si1 -0.44 -0.49 -0.11  0.65
C1 1.63 1.57 0.40  -1.26
C2 -2.24 -0.73 -0.02  -0.26
C3 -0.42 2.25 -0.78  -0.89
C4 0.27 1.26 -0.16  0.78
C5 -2.95 -1.84 -0.25  -0.50
C6 0.81 -1.77 0.43  -1.04
H1 1.97 1.06 1.30  0.32
H2 -1.39 2.19 -1.16  0.25
H3 -4.00 -2.04 -0.47  0.29
H4 -2.82 0.16 0.13  0.32
H5 2.24 1.15 -0.48  0.30
H6 -2.38 -2.77 -0.16  0.20
H7 -0.20 3.35 -1.01  0.27
H8 1.71 -1.30 0.35  0.42
H9 0.66 -2.67 -0.16  0.34
H10 0.71 -1.90 1.49  0.36
H11 1.93 2.57 0.55  0.35

Summary:
highest occupied orbital energy: -6.346 eV
LUMO energy: -3.2 eV
energy relative to the best compared isomer or geometry (same formula, charge and spin): 110.2 kcal per mole
frontier orbital gap: 0.11511 Eh
multiplicity: 1



ORCA calculation (ωB97M-V/def2-TZVPD) on a 8-piece molecular cluster, C34H70F2N17O10S overall in a non-equilibrium geometry.

Last column: Mulliken charge in e.
Atoms and positions in Å:
S1 0.26 1.40 0.14  -0.21
F1 1.92 1.78 -4.82  -0.22
F2 5.21 0.54 -3.14  -0.33
O1 9.22 3.86 -2.45  -0.63
O2 -5.48 -4.10 -7.42  -0.65
O3 3.04 0.55 3.47  -0.32
O4 4.40 0.18 -1.13  -0.22
O5 -0.93 1.80 6.92  -0.66
O6 3.53 2.71 -3.71  -0.34
O7 -5.46 1.93 4.45  -0.68
O8 -4.02 3.51 -0.94  -0.57
O9 4.18 -2.84 7.58  -0.61
O10 -5.06 -0.03 -5.25  -0.52
N1 -3.25 2.15 4.91  -0.23
N2 -4.48 3.97 4.25  -0.40
N3 -4.80 -3.35 -5.40  -0.21
N4 -3.90 -5.27 -6.29  -0.36
N5 -1.81 3.70 -0.48  0.04
N6 -5.12 -0.17 -7.51  -0.37
N7 -3.03 5.53 -1.15  -0.41
N8 5.61 -4.08 8.82  -0.41
N9 4.73 -2.14 9.66  -0.37
N10 -6.59 1.19 -6.39  -0.42
N11 0.67 0.20 6.76  -0.23
N12 2.84 0.68 -2.80  -0.03
N13 1.84 0.76 -1.84  0.52
N14 8.38 2.20 -3.73  -0.33
N15 -1.40 -0.31 7.61  -0.37
N16 7.63 2.51 -1.58  -0.26
N17 -0.51 -1.85 -3.41  0.09
C1 4.90 1.72 2.39  -1.11
C2 -6.00 0.17 1.23  -0.80
C3 4.03 0.40 2.43  0.02
C4 0.78 -0.34 -1.78  0.49
C5 2.65 -0.70 4.05  -0.29
C6 -0.48 0.43 -1.24  -1.18
C7 4.15 0.47 -2.25  0.19
C8 -1.87 -0.31 -1.06  -0.08
C9 2.37 -4.24 -1.77  -0.78
C10 -0.58 0.64 7.09  0.61
C11 -4.78 -4.23 -6.44  0.60
C12 4.63 2.63 1.15  -0.06
C13 8.46 2.92 -2.58  0.60
C14 -4.17 -0.50 -2.34  -0.36
C15 -5.17 -0.54 -1.12  0.40
C16 0.66 -2.67 -0.48  -0.46
C17 -5.56 0.31 -6.31  0.55
C18 -7.29 -1.60 -0.06  -0.62
C19 -7.11 -0.78 1.17  -0.43
C20 -1.36 -1.59 -4.60  -0.91
C21 -5.05 0.28 0.09  0.08
C22 3.08 2.93 0.93  -0.59
C23 2.80 1.78 -3.76  0.41
C24 -6.33 -1.48 -1.18  -0.48
C25 1.53 -4.01 -0.46  -0.76
C26 -3.02 4.20 -0.86  0.55
C27 2.64 2.93 -0.62  -0.48
C28 0.61 -0.90 -3.27  -1.85
C29 3.53 -1.12 5.32  -0.93
C30 1.74 1.70 -0.90  0.94
C31 4.80 -3.01 8.62  0.62
C32 -4.46 2.64 4.53  0.70
C33 1.52 -1.38 -0.81  -0.09
C34 -2.90 0.40 -2.06  -0.35
H1 1.60 -0.56 4.44  0.42
H2 -2.38 -2.04 -4.39  -0.03
H3 -2.42 2.72 4.99  0.12
H4 -3.86 -5.94 -7.04  0.22
H5 -7.84 -0.92 2.01  0.37
H6 -4.36 -0.82 -7.49  0.19
H7 7.66 3.02 -0.71  0.14
H8 3.60 0.14 1.43  -0.23
H9 5.98 1.39 2.35  0.37
H10 2.61 -1.56 3.31  0.13
H11 1.81 -0.92 0.17  -0.27
H12 -3.68 4.57 4.32  0.17
H13 7.76 1.42 -3.86  0.16
H14 -3.32 -5.40 -5.49  0.16
H15 5.15 3.62 1.34  0.47
H16 -1.53 -0.51 -4.83  0.37
H17 2.95 -1.86 5.94  0.26
H18 2.68 -5.32 -1.91  0.36
H19 1.55 -1.47 -3.52  0.31
H20 0.98 -0.74 6.88  0.14
H21 -1.77 2.72 -0.26  0.02
H22 -0.97 4.25 -0.41  0.18
H23 -4.71 -0.22 -3.29  0.32
H24 2.50 -1.61 -1.33  0.21
H25 5.23 -2.26 10.52  0.17
H26 -3.78 -1.56 -2.47  0.05
H27 0.41 -0.06 -4.00  0.50
H28 1.90 -3.85 -2.72  0.11
H29 -4.23 -3.44 -4.58  0.13
H30 4.79 2.26 3.38  0.30
H31 4.71 -0.45 2.75  0.56
H32 -6.52 -2.12 -2.08  0.34
H33 3.77 -0.24 5.99  0.22
H34 6.99 1.73 -1.67  0.11
H35 -4.22 1.03 0.21  0.17
H36 0.82 -4.89 -0.37  0.43
H37 -8.13 -2.34 -0.13  0.32
H38 2.42 2.27 1.56  0.36
H39 -0.95 -2.18 -5.48  0.42
H40 2.93 4.00 1.28  0.46
H41 -6.94 1.56 -5.52  0.22
H42 -0.21 -2.82 -3.48  0.35
H43 -1.82 -1.41 -1.23  0.41
H44 -3.20 1.17 5.13  0.11
H45 -3.29 1.37 -1.63  -0.09
H46 -2.26 -0.06 -0.03  0.54
H47 6.13 -4.24 9.67  0.16
H48 5.69 -4.75 8.08  0.22
H49 -2.43 0.65 -3.05  0.45
H50 -5.43 -2.57 -5.47  0.09
H51 1.31 0.88 6.37  0.12
H52 0.30 -2.55 0.59  0.27
H53 5.10 2.24 0.20  -0.29
H54 -0.66 1.24 -2.03  0.89
H55 -2.22 6.12 -1.09  0.13
H56 -1.13 -1.26 7.75  0.16
H57 4.14 -1.33 9.55  0.21
H58 -5.52 0.10 -8.39  0.16
H59 2.02 3.85 -0.82  0.39
H60 -7.01 1.48 -7.25  0.16
H61 -5.91 0.81 2.16  0.38
H62 2.25 -4.03 0.41  0.28
H63 8.98 2.47 -4.49  0.21
H64 3.61 2.94 -1.20  0.26
H65 -5.36 4.37 3.97  0.22
H66 3.36 -3.68 -1.65  0.18
H67 4.48 -1.65 5.01  0.40
H68 -3.90 5.93 -1.44  0.25
H69 -2.33 -0.02 7.86  0.24
H70 -0.25 -2.81 -1.10  0.30

Summary:
highest occupied orbital energy: -9.875 eV
LUMO energy: -4.3 eV
frontier orbital gap: 0.20595 Eh
multiplicity: 1
charge: +1



ORCA calculation (ωB97M-V/def2-TZVPD) on C40H35CoN5O6Te as an isolated structure.

Last column: Mulliken charge in e.
Atoms and positions in Å:
Te1 -0.62 -0.06 0.78  0.77
Co1 1.10 -0.81 -1.69  2.00
O1 0.91 1.13 -2.71  -0.60
O2 1.42 3.33 -2.73  -0.79
O3 3.62 -1.70 1.54  -0.82
O4 4.87 3.39 1.06  -0.57
O5 1.69 -1.57 0.38  -0.58
O6 -0.65 -0.91 -2.58  -1.19
N1 3.08 -3.43 -1.54  0.04
N2 2.88 -1.37 -2.67  -0.05
N3 -1.60 -2.87 -1.73  0.23
N4 2.29 0.69 -0.61  1.80
N5 0.74 -3.09 -1.65  -0.03
C1 2.81 -1.12 0.83  -0.07
C2 -1.03 1.88 0.10  1.16
C3 -0.79 4.24 0.12  -0.47
C4 -2.92 0.97 6.67  -1.63
C5 3.96 1.16 1.00  -0.72
C6 -4.31 0.46 -4.01  -0.47
C7 5.04 -2.27 -2.21  -0.72
C8 3.22 2.87 -0.52  -0.73
C9 -2.07 3.18 -1.63  -0.57
C10 -2.39 0.70 5.28  0.74
C11 -3.22 0.76 4.17  -0.91
C12 -3.70 0.59 1.71  -1.71
C13 -1.80 1.94 -1.07  -0.80
C14 5.64 -1.21 -2.84  -0.44
C15 -0.49 -3.56 -1.36  0.48
C16 -0.70 -4.76 -0.66  -0.88
C17 -5.50 -0.14 -3.58  -0.60
C18 4.03 2.48 0.53  0.80
C19 0.37 2.96 1.94  -1.19
C20 -5.44 -1.23 -2.72  -0.83
C21 0.92 -0.30 3.71  -1.75
C22 3.06 0.31 0.40  -0.31
C23 4.85 -0.24 -3.45  -0.86
C24 -0.49 3.02 0.70  0.49
C25 3.49 -0.37 -3.34  -0.58
C26 -1.57 4.32 -1.03  -0.91
C27 1.67 -4.98 -0.47  -0.76
C28 -1.39 0.21 2.74  0.48
C29 1.78 -3.81 -1.21  0.67
C30 -0.53 0.10 3.83  1.10
C31 3.64 -2.32 -2.14  0.63
C32 -3.00 -1.16 -2.75  1.21
C33 -4.22 -1.74 -2.31  -0.50
C34 -3.08 -0.03 -3.60  -0.62
C35 -2.75 0.52 2.89  0.49
C36 1.48 2.19 -2.29  -0.10
C37 -1.71 -1.62 -2.37  -0.35
C38 0.40 -5.45 -0.20  -0.82
C39 -1.05 0.36 5.10  -0.81
C40 2.37 1.94 -1.07  -0.09
H1 -4.73 0.55 2.04  0.46
H2 -2.41 1.83 7.11  0.34
H3 -0.38 5.14 0.55  0.45
H4 -6.46 0.25 -3.91  0.40
H5 -0.24 2.93 2.84  0.35
H6 3.24 3.88 -0.91  0.62
H7 -1.74 5.29 -1.49  0.36
H8 -2.47 -3.34 -1.56  0.12
H9 5.39 2.99 1.76  0.31
H10 -0.40 0.28 5.96  0.49
H11 -2.75 0.12 7.32  0.37
H12 -4.27 1.00 4.30  0.34
H13 1.02 3.84 2.00  0.52
H14 -2.65 3.23 -2.54  0.51
H15 -3.99 1.18 6.65  0.35
H16 -4.22 -2.57 -1.61  0.20
H17 1.19 -1.01 4.50  0.56
H18 -1.71 -5.11 -0.48  0.44
H19 1.16 -0.77 2.76  -0.20
H20 4.59 0.80 1.81  0.51
H21 0.27 -6.36 0.37  0.42
H22 -3.55 1.52 1.15  0.28
H23 3.77 -4.01 -1.09  0.15
H24 1.01 2.07 1.94  -0.29
H25 -6.35 -1.69 -2.37  0.38
H26 2.55 -5.48 -0.11  0.40
H27 -2.16 0.44 -3.92  0.47
H28 1.58 0.57 3.82  0.32
H29 5.28 0.60 -3.97  0.48
H30 -2.16 1.04 -1.55  0.22
H31 -4.35 1.31 -4.67  0.42
H32 -3.54 -0.24 1.01  0.36
H33 2.81 0.35 -3.79  0.77
H34 5.63 -3.05 -1.75  0.42
H35 6.72 -1.15 -2.89  0.41

Summary:
highest occupied orbital energy (alpha / beta): -4.636 / -7.842 eV
LUMO energy (alpha / beta): 0.1 / -2.8 eV
frontier orbital gap (alpha / beta): 0.17471 / 0.18402 Eh
multiplicity: 6



Ordered DFT total energy results: -10216.974; -26795.674; -98466.352; -106705.147; unit eV.